Density functional theory data (wB97M-V/def2-TZVPD) for a cluster of 2 separate species, C2H6N3O in total in a non-equilibrium geometry.

The geometry in XYZ format:
```
12
Properties=species:S:1:pos:R:3:forces:R:3
C -0.097 1.762 -0.972 -0.1 -2.4 3.2
C -0.535 -0.188 -0.213 -1.4 1.5 -3.6
N 0.399 1.691 0.271 0.1 -0.7 0.3
N -0.750 0.674 -1.238 -0.3 -0.5 -1.2
N -0.975 -1.436 -0.301 2.0 0.9 3.1
O 0.140 0.422 0.738 0.3 -1.1 1.3
H 0.069 2.624 -1.469 0.1 2.5 -2.1
H 1.396 -1.828 1.198 0.1 -0.1 0.0
H 1.127 2.112 0.834 0.0 0.4 -0.3
H 1.125 -2.008 1.863 0.0 -0.1 0.1
H -1.404 -1.836 -1.115 -0.1 0.3 -0.3
H -0.494 -1.989 0.406 -0.8 -0.8 -0.4
```
Positions in Å, forces in eV/Å.

Results
Highest occupied orbital energy   -0.5675 Ha
DFT total energy   -8679.6106 eV
Net charge   +1
Energy relative to the best compared isomer or geometry (same formula, charge and spin)   3.607 eV

Electronic structure analysis, natural (NBO) charges in units of e: number 1, C, carries 0.318; number 2, C, carries 0.732; number 3, N, carries -0.221; number 4, N, carries -0.475; number 5, N, carries -0.727; number 6, O, carries -0.237; number 7, H, carries 0.244; number 8, H, carries -0.028; number 9, H, carries 0.459; number 10, H, carries 0.033; number 11, H, carries 0.467; number 12, H, carries 0.436